The following is a quantum chemistry calculation of the ion C2H2N3O with charge +1 at a distorted geometry, from OMol25.

ORCA input file:
```
! RIJCOSX wB97M-V def2-TZVPD def2/J DEFGRID3
* xyz 1 1
C -0.14 0.42 0.86
C 0.69 -1.30 -0.46
N -0.54 1.58 0.29
N -1.24 2.30 -0.08
N -0.13 -0.39 -0.40
O 1.44 -2.11 -0.55
H 0.75 0.40 1.48
H -0.84 -0.89 -1.15
*
```

Computed properties:
Relative energy (zero: lowest compared OMol25 entry of this formula, charge and spin) ... 3.051 eV
HOMO ... -0.5301 Ha